Record 1
Molecular formula: C11H14Se
Method: DFT, the ωB97M-V functional and the def2-TZVPD basis

Last column: natural (NBO) charge in e.
Positions of all 26 atoms, in Å:
1 C 1.48628 -2.93819 -2.13635  -0.234
2 C 0.21568 -3.01662 -1.52662  -0.194
3 C 2.32275 -1.92860 -1.67575  -0.222
4 C -0.14725 -2.13254 -0.44595  -0.227
5 C 1.97190 -1.15416 -0.65814  -0.194
6 C 0.74244 -1.11869 -0.07768  -0.110
7 C -1.13830 3.31653 0.30628  -0.374
8 C -1.17848 2.17599 -0.40413  -0.241
9 C -1.63087 1.21841 2.79243  -0.760
10 C -0.01491 1.33229 -0.61424  -0.368
11 C 0.24657 -0.20735 0.91465  -0.365
12 Se -1.21758 -0.61656 2.02068  0.312
13 H 1.67792 -3.60863 -3.01300  0.221
14 H -0.49023 -3.85169 -1.81213  0.213
15 H 3.16403 -1.72259 -2.32862  0.219
16 H -1.12157 -2.24948 0.04083  0.220
17 H 2.71769 -0.22150 -0.37739  0.198
18 H -1.98514 4.05958 0.48785  0.208
19 H -0.18618 3.68334 0.68164  0.180
20 H -2.08308 1.85772 -0.69378  0.198
21 H -2.04478 0.97318 3.80051  0.226
22 H -0.78164 1.95406 2.69055  0.240
23 H -2.56819 1.50806 2.32461  0.220
24 H 0.88287 1.80252 -0.27306  0.190
25 H 0.16486 0.57701 -1.51094  0.238
26 H 0.99520 0.30790 1.48775  0.206

Values from the calculation:
frontier orbital gap (alpha / beta): 7.440 / 7.440 eV
max |F|: 6.6 eV/Å
net charge: 0
energy above the lowest of the compared OMol25 structures with the same formula, charge and spin: 14.8 kcal/mol
spin multiplicity: 1
LUMO (alpha / beta): 0.1 / 0.1 eV
E_tot: -76975.7833 eV

---

Record 2
Molecular formula: C11H15BF9N3O6TeW
Method: DFT, the ωB97M-V functional and the def2-TZVPD basis

Last column: natural (NBO) charge in e.
Positions of all 47 atoms, in Å:
1 W -0.22195 0.43541 0.13449  2.601
2 O 0.33530 -2.16664 -0.04492  -0.708
3 C 0.17670 -2.75726 1.23578  -0.095
4 C 0.81547 -1.83997 2.25182  -0.243
5 N 0.30010 -0.41314 2.18309  -0.401
6 C -0.87467 -0.24145 3.06158  -0.359
7 C -1.55044 1.05992 2.69997  0.786
8 O -2.18898 1.78258 3.36496  -0.405
9 O -1.25984 1.39577 1.35742  -0.721
10 C 1.42576 0.48636 2.55374  -0.372
11 C 2.32034 0.59227 1.32275  0.783
12 O 3.39740 1.05220 1.25006  -0.420
13 O 1.62458 0.09556 0.21279  -0.682
14 H 1.00085 -2.60088 -0.59313  0.524
15 H 0.66437 -3.73046 1.29396  0.238
16 H -0.88825 -2.90653 1.41151  0.214
17 H 1.88987 -1.80271 2.07721  0.227
18 H 0.65265 -2.19103 3.27261  0.245
19 H -0.59868 -0.23899 4.11627  0.270
20 H -1.57661 -1.05582 2.87840  0.282
21 H 2.01880 0.10617 3.38667  0.281
22 H 1.06071 1.48405 2.80829  0.265
23 F -1.15841 1.39540 -3.81045  -0.552
24 Te -1.99178 0.33309 -2.58501  3.442
25 F -1.72124 -1.16213 -3.58221  -0.531
26 F -1.29501 1.86692 -1.41116  -0.598
27 F -3.11206 0.42774 -1.12556  -0.535
28 F -3.53108 0.65386 -3.49943  -0.530
29 O -0.35380 -0.16464 -1.67306  -0.923
30 N 2.18106 6.13931 -0.89761  -0.688
31 C 1.69039 4.94194 -0.61615  0.299
32 C 1.97721 3.81048 -1.42175  -0.275
33 C 1.48330 2.59625 -1.08002  0.088
34 N 0.69692 2.38077 0.02209  -0.614
35 C 0.36893 3.48026 0.75798  0.076
36 C 0.84573 4.72414 0.50042  -0.281
37 H 2.77127 6.28931 -1.70009  0.426
38 H 1.97240 6.94081 -0.32387  0.426
39 H 2.59059 3.89983 -2.30753  0.257
40 H 1.70123 1.73860 -1.70291  0.237
41 H -0.30578 3.32916 1.58680  0.239
42 H 0.56092 5.54140 1.14843  0.256
43 F -3.48081 -1.88538 -1.87434  -0.526
44 B -3.88836 -2.39201 -0.70017  1.489
45 F -1.62414 -0.81129 0.41479  -0.545
46 F -3.21205 -3.39163 -0.19113  -0.481
47 F -4.90061 -1.84636 -0.08919  -0.465

Values from the calculation:
frontier orbital gap: 6.536 eV
max |F|: 2.0 eV/Å
net charge: +2
energy above the lowest of the compared OMol25 structures with the same formula, charge and spin: 59.5 kcal/mol
spin multiplicity: 1
LUMO: -9.0 eV
E_tot: -62648.5487 eV

---

Record 3
Molecular formula: C11H15BMgN6O2
Method: DFT, the ωB97M-V functional and the def2-TZVPD basis

Last column: natural (NBO) charge in e.
Positions of all 36 atoms, in Å:
1 C 0.04846 3.00625 0.87398  -0.003
2 N 0.18866 1.75338 0.40721  -0.519
3 N 0.42245 1.87355 -0.96250  -0.330
4 C 0.31204 3.16562 -1.32436  0.041
5 C 0.07766 3.93081 -0.18951  -0.307
6 B 0.66410 0.59395 -1.82248  0.530
7 N 1.72194 -0.33888 -1.14099  -0.213
8 N 1.65684 -0.69762 0.19881  -0.359
9 C 2.72983 -1.47796 0.43266  0.029
10 C 3.43724 -1.70501 -0.77672  -0.034
11 C 2.74083 -0.97034 -1.73809  0.062
12 Mg -0.21880 -0.15789 1.18052  1.791
13 N -0.64262 -0.25647 -1.81103  -0.320
14 N -1.09888 -0.73000 -0.59484  -0.522
15 C -2.24760 -1.38547 -0.83889  0.011
16 C -2.54170 -1.32218 -2.22017  -0.282
17 C -1.48950 -0.59745 -2.78628  0.034
18 H -2.79109 -1.85215 -0.02611  0.236
19 H -1.28813 -0.28859 -3.80918  0.255
20 H -3.39591 -1.74157 -2.71749  0.266
21 H 1.00015 0.89724 -2.92462  0.011
22 H 2.86250 -0.88136 -2.81003  0.279
23 H 0.35046 3.45800 -2.36431  0.253
24 H 4.30365 -2.31432 -0.93787  0.275
25 H -0.08156 4.99897 -0.15210  0.267
26 H 2.96069 -1.83748 1.43040  0.259
27 H -0.05281 3.22053 1.92000  0.219
28 H -0.35932 -2.37364 1.85512  0.173
29 C 0.11921 -2.46544 2.84451  -0.862
30 H 0.88754 -3.23919 2.75501  0.262
31 H 0.59315 -1.53110 3.14101  0.181
32 H -0.65291 -2.72324 3.57865  0.271
33 O -3.78622 1.21513 2.97523  -0.019
34 C -2.57087 1.00644 2.83756  0.606
35 O -1.98853 0.21794 1.99489  -0.776
36 H -1.87094 1.54953 3.52202  0.232

Values from the calculation:
frontier orbital gap (alpha / beta): 3.953 / 4.570 eV
max |F|: 4.5 eV/Å
net charge: +2
energy above the lowest of the compared OMol25 structures with the same formula, charge and spin: 0.0 kcal/mol
spin multiplicity: 1
LUMO (alpha / beta): -11.2 / -10.9 eV
E_tot: -30791.6872 eV

---

Record 4
Molecular formula: C11H15CaO5PS
Method: DFT, the ωB97M-V functional and the def2-TZVPD basis

Last column: natural (NBO) charge in e.
Positions of all 34 atoms, in Å:
1 O -1.54376 -0.08372 4.78078  -1.049
2 P -2.28797 0.65102 3.70458  1.467
3 C -2.43168 -0.31494 2.10853  -0.296
4 O -2.68614 -1.73822 2.13538  -0.616
5 S -2.85472 -2.04009 0.48649  2.436
6 O -4.22430 -1.86178 0.07631  -0.851
7 O -2.23774 -3.28139 0.08988  -0.856
8 O -1.98906 -0.73845 -0.16031  -0.674
9 C -1.29973 -0.18909 1.01685  0.067
10 C -0.03618 -1.14954 1.13119  -0.474
11 C 1.36136 -0.42333 0.96755  -0.399
12 C 2.16210 -0.88892 -0.34946  -0.418
13 C 1.81316 0.13152 -1.48975  0.010
14 C 2.66495 1.25064 -1.89235  -0.246
15 C 2.19801 2.16835 -2.95323  -0.197
16 C 0.91011 1.99453 -3.62276  -0.194
17 C 0.05836 0.85021 -3.25812  -0.119
18 C 0.53000 -0.05252 -2.20235  -0.217
19 H -3.63558 0.90232 4.13669  -0.030
20 H -1.74609 1.95082 3.40759  -0.058
21 H -3.36344 0.07194 1.58260  0.247
22 H -0.97706 0.87610 0.86793  0.215
23 H -0.05346 -1.99047 0.38364  0.252
24 H -0.03560 -1.65772 2.14069  0.269
25 H 1.23998 0.69194 0.88412  0.196
26 H 2.03822 -0.59834 1.85667  0.221
27 H 3.28151 -0.95124 -0.15400  0.137
28 H 1.82631 -1.90974 -0.66466  0.270
29 H 3.66694 1.42232 -1.39089  -0.081
30 H 2.82639 3.03448 -3.27976  0.237
31 H 0.53151 2.69063 -4.40573  0.267
32 H -0.92890 0.62179 -3.72640  0.268
33 H -0.10983 -0.91953 -1.91619  0.263
34 Ca 5.33233 1.48044 -0.29151  1.954

Values from the calculation:
frontier orbital gap: 3.891 eV
max |F|: 3.5 eV/Å
net charge: +2
spin multiplicity: 1
LUMO: -10.7 eV
E_tot: -60428.1579 eV

---

Record 5
Molecular formula: C11H15ClI2N2OPPr
Method: DFT, the ωB97M-V functional and the def2-TZVPD basis

Last column: Mulliken spin population.
Positions of all 34 atoms, in Å:
1 I -2.59859 -1.59416 -1.40103  0.000
2 I -2.72888 0.99598 -1.36213  0.000
3 Pr 1.98236 -0.00107 -0.18575  2.043
4 P 0.67063 -0.28113 -3.34321  -0.005
5 C -0.87052 -0.32169 -4.32196  -0.001
6 C 1.46291 1.08123 -4.30432  0.000
7 H 2.43461 -1.89059 -3.75473  0.000
8 H 1.61611 -1.46717 -5.29857  0.000
9 H 0.83600 -2.58441 -4.13521  0.000
10 C 1.46992 -1.69600 -4.22809  -0.001
11 H 2.45423 1.27480 -3.88158  0.000
12 H 1.56405 0.80560 -5.37112  0.000
13 H -0.66557 -0.31662 -5.38267  0.000
14 H -1.53240 0.55430 -4.05486  0.000
15 H 0.85978 1.98952 -4.22256  0.000
16 H -1.48409 -1.24029 -4.06277  0.000
17 C -4.39062 -0.77271 0.58606  0.000
18 O -4.87842 -0.05441 1.31839  0.000
19 Cl 4.14188 -1.07886 -0.56251  -0.029
20 N 1.04101 -1.26155 3.78248  -0.001
21 C 1.29650 -1.22084 2.45100  -0.001
22 N 0.71039 -0.11727 1.91307  -0.004
23 C 0.04856 0.55933 2.95665  0.000
24 C -0.69519 1.71737 2.90411  -0.001
25 C -1.15029 2.21672 4.14846  0.000
26 C -0.93294 1.48635 5.34818  0.000
27 C -0.25208 0.25358 5.32184  0.000
28 C 0.24845 -0.15406 4.10750  -0.001
29 H 1.34617 -1.97658 4.42659  0.000
30 H 2.02791 -1.85132 1.91594  0.000
31 H -0.81239 2.23022 1.97531  0.000
32 H -1.70728 3.16035 4.19912  0.000
33 H -1.40341 1.88416 6.28767  0.000
34 H -0.10882 -0.32875 6.23073  0.000

Values from the calculation:
frontier orbital gap (alpha / beta): 5.402 / 6.342 eV
max |F|: 3.4 eV/Å
net charge: +2
⟨S²⟩: 2.00
spin multiplicity: 3
LUMO (alpha / beta): -8.9 / -8.0 eV
E_tot: -68745.0017 eV

---

Record 6
Molecular formula: C11H15CrNO8SSi
Method: DFT, the ωB97M-V functional and the def2-TZVPD basis

Last column: natural (NBO) charge in e.
Positions of all 38 atoms, in Å:
1 Cr -0.23338 -0.75568 0.23488  1.258
2 O -3.82590 -1.31602 1.96403  -0.559
3 C -2.74027 -0.90423 1.42028  0.836
4 O -1.98636 -1.60915 0.72162  -0.585
5 C -2.37772 0.52642 1.60640  0.084
6 C -3.07921 1.54414 2.20977  -0.131
7 C -2.54629 2.83577 2.11603  -0.083
8 C -1.38080 3.07640 1.39873  -0.137
9 C -0.73926 1.98875 0.82683  0.137
10 N -1.22200 0.76378 0.97462  -0.423
11 C 0.45666 2.05851 -0.07861  0.774
12 O 0.99521 3.04004 -0.44332  -0.425
13 O 0.79138 0.78053 -0.51427  -0.558
14 H -4.00874 -2.25953 1.78385  0.550
15 H -4.01414 1.35229 2.71899  0.283
16 H -3.06932 3.66115 2.58145  0.277
17 H -0.97915 4.07256 1.26784  0.288
18 O 0.15788 -4.20554 0.19337  -0.724
19 S 0.89664 -3.27966 -0.56279  2.486
20 O 2.28277 -3.31492 -0.78615  -0.719
21 O 0.76265 -1.37537 1.16662  -0.263
22 O 0.15194 -2.21423 -1.23209  -0.872
23 C 3.40868 1.86374 1.13631  -1.126
24 Si 3.70509 0.83078 -0.38969  1.587
25 C 4.21620 -0.89163 0.10114  -1.126
26 C 4.86451 1.61859 -1.60677  -1.122
27 C 2.03404 0.68522 -1.39240  -0.474
28 H 4.29964 1.80726 1.76612  0.276
29 H 2.58565 1.48064 1.75033  0.217
30 H 3.23265 2.91607 0.91744  0.260
31 H 5.19917 -0.84337 0.57613  0.272
32 H 4.30702 -1.56166 -0.75533  0.254
33 H 3.53881 -1.34578 0.82875  0.231
34 H 5.86614 1.69470 -1.17855  0.271
35 H 4.54782 2.62571 -1.88220  0.259
36 H 4.95116 1.02527 -2.51975  0.258
37 H 1.90412 -0.27436 -1.88948  0.224
38 H 1.91689 1.47171 -2.13584  0.246

Values from the calculation:
frontier orbital gap (alpha / beta): 7.343 / 7.322 eV
max |F|: 1.0 eV/Å
net charge: +2
spin multiplicity: 1
LUMO (alpha / beta): -8.9 / -9.0 eV
E_tot: -76638.3404 eV

---

Record 7
Molecular formula: C11H15F3N2O2PS
Method: DFT, the ωB97M-V functional and the def2-TZVPD basis

Last column: natural (NBO) charge in e.
Positions of all 35 atoms, in Å:
1 C -3.33395 -1.91173 -1.99342  -0.971
2 P -1.87933 -2.69918 -1.16961  0.981
3 C -0.78130 -3.27120 -2.55123  -0.933
4 N -0.84508 -1.37955 -0.42154  -0.279
5 C -0.87660 -0.17208 -0.94810  0.072
6 C -0.07050 0.82458 -0.39295  0.032
7 C -0.07639 2.23078 -0.95126  -0.440
8 C 0.79832 3.23362 -0.19406  -0.482
9 C 0.34455 3.50256 1.21685  0.219
10 F 1.18548 4.21445 1.99248  -0.294
11 C -0.79183 3.04540 1.78134  0.667
12 F -0.79088 2.46218 2.95955  -0.272
13 F -1.95875 3.12369 1.16936  -0.289
14 C 0.72080 0.46974 0.67455  -0.166
15 C 0.62159 -0.84679 1.12834  -0.058
16 S 1.65500 -1.35346 2.55782  2.152
17 C 3.35120 -1.10032 1.99205  -0.868
18 O 1.35960 -0.50903 3.66850  -0.898
19 O 1.40465 -2.73987 2.76026  -0.897
20 N -0.14189 -1.76311 0.60835  -0.123
21 H -3.64981 -0.95860 -1.56687  0.256
22 H -3.11944 -1.81587 -3.06600  0.241
23 H -4.13720 -2.65005 -1.92444  0.281
24 H -1.33630 -3.90628 -3.23977  0.272
25 H 0.07557 -3.76921 -2.09308  0.261
26 H -0.39367 -2.36775 -3.04403  0.222
27 H -1.48274 0.08365 -1.80978  0.250
28 H -1.09891 2.60815 -1.04395  0.255
29 H 0.32008 2.17699 -1.97454  0.253
30 H 0.73838 4.18850 -0.73801  0.255
31 H 1.86173 2.96895 -0.21744  0.244
32 H 1.37375 1.18341 1.15986  0.269
33 H 3.95403 -1.89159 2.43471  0.289
34 H 3.63826 -0.10418 2.33675  0.259
35 H 3.36155 -1.10679 0.89931  0.241

Values from the calculation:
frontier orbital gap: 7.038 eV
SMILES: CP(C)[n+]1cc(CCC(F)=C(F)F)cc(S(C)(=O)=O)n1
max |F|: 2.5 eV/Å
net charge: +1
spin multiplicity: 1
LUMO: -5.0 eV
E_tot: -46991.2348 eV

---

Record 8
Molecular formula: C11H15FO2
Method: DFT, the ωB97M-V functional and the def2-TZVPD basis

Last column: natural (NBO) charge in e.
Positions of all 29 atoms, in Å:
1 C -2.38869 -1.20886 1.49642  -0.607
2 C -1.25479 -1.40256 0.45269  0.049
3 O -1.72447 -2.27635 -0.53302  -0.718
4 C -0.84670 -0.03707 -0.14491  0.338
5 O -1.47616 0.14295 -1.34537  -0.690
6 C -0.01425 0.85929 0.47991  -0.166
7 C 0.50566 1.96188 -0.37998  -0.152
8 C 1.45358 2.78991 -0.01070  -0.248
9 C 1.92496 2.78025 1.34325  -0.247
10 C 1.64776 1.75227 2.11548  -0.131
11 C 0.64614 0.68844 1.81904  -0.475
12 H -3.39389 -0.85559 1.10810  0.215
13 H -2.11109 -0.62664 2.29559  0.198
14 H -2.50866 -2.17778 1.95506  0.211
15 H -0.48002 -1.71915 1.07667  0.173
16 H -1.81920 -1.83637 -1.39724  0.499
17 H -1.13839 1.10841 -1.50433  0.492
18 H 0.12456 1.79312 -1.49161  0.163
19 H 1.93311 3.55473 -0.59233  0.221
20 H 2.57887 3.51274 1.86635  0.224
21 H 2.12701 1.75710 3.11737  0.204
22 H -0.14340 0.86920 2.51915  0.229
23 H 0.91135 -0.32335 1.96303  0.221
24 C 0.90853 -1.31807 -2.22645  -0.495
25 C 0.75912 -2.34857 -3.02292  0.224
26 F 1.16159 -2.29853 -4.33150  -0.358
27 H 0.66958 -1.35935 -1.15776  0.225
28 H 1.38194 -0.39278 -2.63757  0.221
29 H 0.56596 -3.38925 -2.83242  0.181

Values from the calculation:
frontier orbital gap: 8.236 eV
SMILES: C[C@@H](O)/C(O)=C1/C=CC=CC1.C=CF
max |F|: 4.1 eV/Å
net charge: 0
energy above the lowest of the compared OMol25 structures with the same formula, charge and spin: 132.3 kcal/mol
spin multiplicity: 1
LUMO: 0.5 eV
E_tot: -18458.7129 eV